No. 1
{
  "formula": "C3H10N2O3",
  "method": "ωB97M-V with the def2-TZVPD basis set",
  "species": ["N", "C", "C", "C", "O", "H", "H", "H", "H", "H", "H", "H", "H", "H", "O", "N", "O", "H"],
  "positions_angstrom": [[-0.3887, 2.7611, -0.4432], [-0.0852, 1.6522, 0.4530], [-0.7969, 0.3898, -0.0310], [-0.6541, -0.7853, 0.9377], [0.6413, -1.3185, 1.0400], [0.0405, 3.6184, -0.1143], [-0.0255, 2.5745, -1.3723], [0.9958, 1.4517, 0.5474], [-0.4568, 1.9194, 1.4472], [-0.3932, 0.1013, -1.0054], [-1.8557, 0.6182, -0.1629], [-1.2799, -1.6179, 0.5915], [-1.0020, -0.4804, 1.9345], [1.4302, -0.8105, 0.5252], [1.9130, -1.6455, -1.0337], [1.5002, -2.6960, -0.5128], [0.3584, -3.1483, -1.0258], [0.0584, -2.5843, -1.7752]],
  "forces_ev_per_angstrom": [[0.0531, 0.1159, -0.1022], [-0.0131, -0.2028, -0.0257], [0.2078, -0.0434, 0.4049], [-0.2133, 0.3650, -0.3733], [2.8301, 1.8431, -0.3773], [-0.0117, -0.0593, -0.0805], [-0.0025, 0.0697, 0.0681], [-0.1457, 0.0549, 0.0545], [0.0498, -0.0885, -0.0344], [-0.0295, -0.0160, -0.0948], [-0.0221, -0.0017, -0.0092], [-0.1320, 0.1064, 0.0920], [0.0102, -0.0637, -0.1019], [-3.2809, -1.2153, 1.9688], [-0.9186, -3.1895, 0.4468], [1.4477, 2.3591, -1.7790], [-0.1968, -0.2269, -0.3705], [0.3675, 0.1929, 0.3138]],
  "nbo_charge": [-0.833, -0.212, -0.432, -0.055, -0.736, 0.359, 0.350, 0.157, 0.188, 0.188, 0.220, 0.172, 0.167, 0.491, -0.429, 0.433, -0.489, 0.464],
  "smiles": "NCCCO.O=NO",
  "total_charge": 0,
  "lumo_energy_ev": 0.00,
  "energy_ev": -12391.8910,
  "homo_ev": -9.45,
  "max_force_ev_per_a": 4.01,
  "de_lowest_kcal_mol": 111.71
}

=====

No. 2
{
  "formula": "C38H39LaNO2P2Si",
  "method": "ωB97M-V with the def2-TZVPD basis set",
  "species": ["C", "C", "C", "C", "C", "C", "C", "C", "C", "C", "C", "C", "C", "H", "H", "H", "H", "H", "H", "H", "N", "La", "C", "H", "H", "C", "H", "H", "P", "P", "C", "H", "H", "H", "C", "H", "H", "H", "C", "H", "H", "H", "C", "H", "H", "H", "C", "O", "H", "O", "Si", "C", "C", "C", "C", "C", "C", "C", "C", "C", "C", "C", "C", "C", "C", "C", "C", "C", "C", "H", "H", "H", "H", "H", "H", "H", "H", "H", "H", "H", "H", "H", "H", "H"],
  "positions_angstrom": [[-0.4062, -5.1149, 0.5801], [0.1303, -4.1412, -0.2623], [-0.6422, -3.7104, -1.3638], [-1.9802, -4.2106, -1.5919], [-2.4680, -5.2056, -0.6987], [-1.6768, -5.6471, 0.3602], [-2.7152, -3.6729, -2.6537], [-2.1829, -2.6660, -3.4653], [-0.8333, -2.2188, -3.2037], [-0.2390, -1.1785, -3.9505], [-0.9835, -0.5888, -4.9724], [-2.2814, -1.0126, -5.2607], [-2.8870, -2.0319, -4.5280], [0.1874, -5.4512, 1.4353], [-3.4769, -5.6089, -0.8550], [-2.0684, -6.4138, 1.0347], [-3.7269, -4.0424, -2.8484], [-0.5314, 0.2228, -5.5486], [-2.8405, -0.5355, -6.0708], [-3.9125, -2.3539, -4.7503], [-0.1043, -2.7610, -2.1841], [0.1088, 0.0352, 0.1683], [1.4725, -3.4728, 0.0057], [1.9595, -3.2389, -0.9551], [2.1083, -4.0899, 0.6218], [1.1557, -0.7072, -3.5620], [1.7547, -1.5798, -3.2592], [1.6352, -0.1713, -4.3674], [1.3522, -1.9326, 0.9438], [1.2097, 0.4622, -2.1711], [0.5523, 1.9866, -2.8699], [0.6315, 2.8219, -2.1563], [1.1425, 2.2187, -3.7675], [-0.5027, 1.8760, -3.1438], [2.9574, 0.7529, -1.9469], [3.3579, 1.1093, -2.9059], [3.1527, 1.5069, -1.1728], [3.4745, -0.1728, -1.6655], [0.6398, -2.4023, 2.5244], [1.2508, -3.2227, 2.9257], [0.6451, -1.5565, 3.2281], [-0.3984, -2.7381, 2.4076], [3.0433, -1.4735, 1.2970], [3.1057, -0.5628, 1.9037], [3.4956, -2.3081, 1.8464], [3.6055, -1.3063, 0.3678], [-1.4699, 1.3167, -0.3449], [-2.3506, 1.9806, -0.5067], [-1.0717, -1.1099, -0.6634], [1.3606, 1.3045, 1.3403], [1.2607, 2.5323, 2.4099], [2.9142, 2.9009, 3.1870], [4.0256, 3.1613, 2.3789], [5.2516, 3.4890, 2.9543], [5.3761, 3.5568, 4.3337], [4.2827, 3.2950, 5.1428], [3.0580, 2.9664, 4.5665], [0.6616, 4.0942, 1.5619], [1.4560, 5.2299, 1.4302], [0.9833, 6.3694, 0.7977], [-0.3046, 6.4005, 0.2819], [-1.1189, 5.2771, 0.4134], [-0.6293, 4.1521, 1.0491], [0.0726, 2.0361, 3.7791], [0.3617, 0.8930, 4.5347], [-0.4927, 0.4761, 5.5489], [-1.6498, 1.1956, 5.8207], [-1.9415, 2.3307, 5.0810], [-1.0789, 2.7408, 4.0702], [3.9359, 3.1233, 1.2766], [6.1201, 3.7010, 2.3100], [6.3429, 3.8235, 4.7903], [4.3721, 3.3543, 6.2393], [2.1961, 2.7791, 5.2357], [2.4889, 5.2412, 1.8383], [1.6289, 7.2592, 0.7028], [-0.6854, 7.2999, -0.2184], [-2.1475, 5.2971, 0.0203], [-1.3105, 3.2758, 1.1687], [1.2865, 0.3107, 4.3372], [-0.2533, -0.4245, 6.1385], [-2.3289, 0.8666, 6.6211], [-2.8580, 2.9070, 5.2969], [-1.3425, 3.6627, 3.5034]],
  "forces_ev_per_angstrom": [[1.3690, 1.1361, -0.3905], [0.0836, -0.6238, 1.1898], [-0.3905, 1.3639, -1.9051], [0.6583, 0.0755, 0.2682], [0.2581, -0.4640, 0.7376], [-1.6855, -0.1757, -0.9322], [0.0070, -0.0178, 0.0064], [0.5985, 0.3705, -0.0836], [0.0126, -1.6697, 1.8157], [-0.1749, 1.0889, -0.8450], [1.5602, -0.0875, 1.0021], [-1.5980, -1.0725, 0.2260], [0.1561, 0.6507, -0.6109], [-0.2204, 0.0444, -0.2620], [0.4795, 0.1389, 0.1267], [0.1569, 0.2908, -0.2558], [0.3031, 0.1330, 0.0744], [-0.1723, -0.2410, 0.1067], [0.2266, -0.1827, 0.3063], [0.4729, 0.1949, 0.0411], [-0.6192, -0.1571, -0.1271], [6.8387, 0.2290, 3.8343], [-0.1957, -0.7425, -0.3998], [-0.0484, -0.1360, 0.4131], [0.3263, -0.7110, -0.0742], [-0.4431, -0.6238, -0.1209], [-0.0809, 0.3214, -0.1993], [0.2042, -0.0672, -0.5714], [1.9014, -5.4988, 1.3426], [0.3777, -0.1447, -2.4004], [0.0927, 0.6997, -0.2870], [0.0549, -0.2047, -0.2031], [-0.2320, 0.1946, 0.1207], [0.2134, -0.0945, -0.0120], [0.9422, 0.4235, -0.2414], [0.2026, -0.0667, 0.2421], [-0.1222, -0.1778, -0.1686], [-0.1361, 0.1787, -0.1126], [0.0644, -0.3588, 0.8046], [-0.2605, 0.1207, 0.2559], [0.0660, -0.2536, -0.1761], [0.2709, 0.0078, -0.0713], [0.9348, -0.0803, 0.3303], [-0.1226, -0.1681, -0.1480], [0.2197, 0.1634, -0.0920], [-0.1339, -0.0918, 0.2506], [-9.1327, 4.8498, -3.0424], [-0.7644, 0.8634, -0.2461], [-4.1881, -1.8153, -1.6556], [1.2295, 1.9491, 1.6313], [0.4396, 0.3929, 0.4816], [-0.2080, -0.1671, -0.3035], [0.3147, 0.0182, -0.2478], [0.2910, 0.0485, -0.7257], [0.6051, 0.1616, 0.4023], [-0.1224, -0.0114, 0.5613], [-0.2073, 0.0809, 0.8184], [0.1267, -0.1955, 0.1591], [0.9818, 0.1213, 0.3231], [0.2667, 0.7165, -0.2078], [-0.2481, 0.1736, -0.1772], [-0.5426, 0.3798, -0.3872], [-0.8193, -0.8853, -0.0199], [0.4986, -0.2237, -0.4864], [0.2787, -0.5151, 0.0422], [0.3060, -0.5868, 0.2193], [-0.3834, -0.1290, 0.3898], [-0.6038, 0.2747, 0.2238], [-0.8594, 1.0630, -0.2151], [0.0549, 0.0054, 0.6801], [-0.4878, -0.1192, 0.3918], [-0.5587, -0.1602, -0.3019], [-0.0140, -0.0371, -0.6488], [0.5737, 0.1179, -0.5290], [-0.8496, -0.0475, -0.2886], [-0.3834, -0.5768, 0.0833], [0.1964, -0.4163, 0.2511], [0.5572, -0.0291, 0.2331], [0.6548, 0.9291, 0.0469], [-0.5949, 0.4841, 0.1474], [-0.1324, 0.5448, -0.3302], [0.3776, 0.1816, -0.4278], [0.6051, -0.3556, -0.1462], [0.3262, -0.7996, 0.4961]],
  "lowdin_charge": [-0.036, -0.211, -0.200, -0.134, -0.010, -0.064, 0.068, -0.134, -0.199, -0.209, -0.034, -0.066, -0.009, 0.121, 0.122, 0.114, 0.136, 0.120, 0.113, 0.122, 0.120, 1.231, -0.282, 0.092, 0.088, -0.277, 0.094, 0.090, 0.640, 0.723, -0.241, 0.060, 0.065, 0.052, -0.246, 0.065, 0.054, 0.047, -0.232, 0.066, 0.030, 0.061, -0.234, 0.049, 0.065, 0.048, -0.334, 0.206, -0.131, -0.561, 0.466, -0.247, -0.115, -0.089, -0.092, -0.081, -0.089, -0.223, -0.080, -0.080, -0.081, -0.084, -0.151, -0.247, -0.130, -0.087, -0.086, -0.079, -0.094, 0.108, 0.111, 0.114, 0.114, 0.108, 0.109, 0.117, 0.113, 0.114, 0.077, 0.110, 0.114, 0.114, 0.116, 0.109],
  "total_charge": 1,
  "lumo_energy_ev": -4.21,
  "energy_ev": -72929.5098,
  "homo_ev": -10.10,
  "max_force_ev_per_a": 10.78,
  "de_lowest_kcal_mol": 186.57
}

=====

No. 3
{
  "formula": "C23H41N3O5",
  "method": "ωB97M-V with the def2-TZVPD basis set",
  "species": ["C", "C", "C", "C", "C", "C", "C", "N", "C", "C", "N", "C", "C", "C", "C", "N", "C", "C", "O", "H", "H", "H", "H", "H", "H", "H", "H", "H", "H", "H", "H", "H", "H", "H", "H", "H", "H", "H", "H", "H", "C", "O", "C", "C", "O", "C", "H", "H", "H", "H", "H", "H", "H", "H", "H", "H", "C", "O", "C", "C", "O", "C", "H", "H", "H", "H", "H", "H", "H", "H", "H", "H"],
  "positions_angstrom": [[4.4810, 4.2162, 4.7921], [3.8187, 3.6435, 3.8305], [3.0471, 3.0594, 2.5245], [4.1496, 2.7944, 1.3707], [4.4103, 1.2433, 1.0190], [3.6295, 0.6935, -0.2770], [3.7760, 1.6634, -1.5777], [3.6533, 2.5679, -2.3924], [2.0499, 0.3811, -0.0333], [1.3043, 1.8315, -0.1112], [0.3693, 2.6155, -0.2208], [1.7377, -0.4165, 1.3302], [0.3517, -1.2912, 1.2582], [-0.9440, -0.3852, 0.9380], [-2.3255, -0.9386, 1.5587], [-3.4522, -0.2941, 0.7668], [-4.2316, 0.6384, 1.6339], [-4.4669, 2.1704, 1.2038], [-4.7718, 0.2709, 2.7445], [5.1656, 4.7440, 5.5451], [2.2669, 3.7891, 2.1040], [2.4860, 2.1250, 2.8802], [3.8882, 3.4613, 0.4751], [5.1571, 3.2051, 1.7875], [5.5474, 1.1495, 0.7795], [4.2462, 0.5232, 1.9201], [4.0926, -0.3197, -0.6209], [1.7329, -0.3096, -0.9169], [2.5879, -1.1669, 1.5222], [1.6103, 0.2679, 2.2514], [0.4610, -2.2089, 0.5577], [0.2211, -1.7349, 2.3282], [-0.7627, 0.6638, 1.4071], [-0.9766, -0.2433, -0.2108], [-2.3675, -0.5848, 2.6602], [-2.3777, -2.0867, 1.5508], [-3.0319, 0.3439, 0.0540], [-5.5463, 2.4801, 1.4483], [-3.7741, 2.9245, 1.7221], [-4.3494, 2.2992, 0.0536], [0.3055, 2.6304, -3.2671], [-0.1162, 2.0029, -4.4722], [-1.3147, 2.5780, -4.9907], [-1.0211, 3.4784, -6.1864], [-0.3324, 4.6623, -5.7842], [1.0504, 4.6175, -6.1084], [1.2923, 2.2442, -3.0078], [0.3755, 3.7150, -3.3828], [-0.3880, 2.3870, -2.4580], [-1.8585, 3.1244, -4.2125], [-1.9459, 1.7474, -5.3235], [-1.9709, 3.7991, -6.6264], [-0.4583, 2.9374, -6.9554], [1.1818, 4.6732, -7.1936], [1.5242, 3.7124, -5.7212], [1.5355, 5.4837, -5.6544], [-3.4586, -4.8130, 1.9655], [-2.1224, -4.6807, 2.4347], [-1.7691, -5.7135, 3.3549], [-0.8716, -6.7558, 2.6955], [-1.5924, -7.5212, 1.7297], [-1.2837, -7.1356, 0.3976], [-3.6143, -4.0862, 1.1658], [-3.6471, -5.8135, 1.5682], [-4.1610, -4.5960, 2.7757], [-2.6616, -6.1801, 3.7852], [-1.2130, -5.2358, 4.1681], [-0.5268, -7.4575, 3.4616], [0.0106, -6.2856, 2.2464], [-0.2575, -7.4270, 0.1526], [-1.4113, -6.0603, 0.2514], [-1.9643, -7.6600, -0.2757]],
  "forces_ev_per_angstrom": [[-2.5653, -2.4495, -4.5606], [2.2941, 2.7395, 3.2449], [0.8218, 0.5047, 1.2466], [0.6234, 0.1251, 0.9514], [1.0344, 0.2320, -0.6925], [0.2511, -0.6285, -1.0184], [-1.3817, 3.9160, -1.7254], [1.0405, -5.6027, 4.7145], [0.4696, 1.3009, -0.4160], [-5.3358, 0.9408, -0.5441], [6.0325, -4.2397, 0.9791], [-0.9519, -0.5223, 0.0269], [0.1268, 0.0302, 0.9365], [0.7909, 0.0848, 0.1782], [1.0356, 0.0019, 0.0788], [-0.1573, 3.0006, 2.0161], [-1.9474, -0.8376, 3.2434], [-0.3722, -0.2093, -1.2812], [2.7525, 1.1336, -4.8208], [-1.6299, -1.2674, -1.5806], [1.2045, -0.8985, 1.0814], [0.9366, 1.2843, -0.6829], [0.3796, -1.3592, 1.0531], [-1.8356, -0.7232, -0.8076], [-2.0141, 0.1172, 0.3038], [-0.0107, 1.4183, -1.6080], [-0.6852, 1.7832, 0.7637], [0.1249, 1.6955, 1.3903], [-1.1213, 1.2598, -0.2965], [0.4933, -0.9243, -1.6464], [-0.2411, 1.6792, 0.9604], [0.2425, 0.7039, -1.8103], [-0.3282, -1.7108, -0.9123], [-0.2753, -0.2213, 1.8076], [-0.0974, -0.7601, -1.8097], [0.0071, 1.7771, -0.1523], [-0.3898, -0.9907, 0.6018], [1.6867, -0.7232, -0.1863], [-0.8032, -1.4896, -0.6461], [-0.0358, -0.1951, 1.9342], [-0.0170, -0.2334, -0.1177], [-0.2025, 0.3435, 0.0249], [0.4212, -0.3572, -0.4022], [-0.2688, 0.3622, 0.4572], [0.1985, -0.3512, -0.1438], [-0.0858, 0.1500, 0.0977], [-0.1566, 0.0058, -0.1364], [-0.0245, 0.0012, 0.0500], [-0.0072, 0.1358, -0.0573], [0.0916, 0.0672, -0.0674], [-0.0520, 0.0426, -0.0284], [-0.0164, -0.0517, -0.0155], [0.0101, -0.0195, 0.1364], [0.0938, -0.0660, -0.0180], [-0.0031, -0.0250, -0.0440], [-0.1446, -0.0365, -0.0220], [0.0670, 0.1372, -0.0319], [-0.2170, -0.3072, 0.0029], [0.5071, 0.2930, -0.2611], [-0.5412, -0.2882, 0.2001], [0.2262, 0.3725, -0.1324], [-0.1330, -0.1765, 0.0685], [0.0788, -0.0089, 0.1015], [-0.0012, -0.0084, 0.0494], [-0.0825, -0.0545, -0.0481], [0.0593, -0.0341, -0.1128], [-0.0033, -0.0573, 0.0266], [0.0256, 0.0478, 0.0250], [-0.1173, 0.0513, 0.0062], [0.0298, 0.0894, -0.0776], [0.0569, 0.0238, 0.0116], [0.0389, -0.0233, 0.1437]],
  "lowdin_charge": [0.049, -0.114, -0.191, -0.194, -0.163, -0.253, -0.126, 0.135, -0.215, -0.131, 0.153, -0.170, -0.192, -0.201, -0.183, 0.018, -0.393, -0.035, -0.025, 0.046, 0.108, 0.085, 0.111, 0.118, 0.126, 0.126, 0.148, 0.164, 0.123, 0.112, 0.122, 0.122, 0.114, 0.117, 0.132, 0.104, 0.091, 0.088, 0.091, 0.083, -0.129, -0.194, -0.202, -0.200, -0.194, -0.111, 0.043, 0.091, 0.053, 0.124, 0.121, 0.121, 0.124, 0.086, 0.084, 0.089, -0.108, -0.212, -0.196, -0.198, -0.192, -0.111, 0.082, 0.085, 0.093, 0.127, 0.123, 0.123, 0.123, 0.087, 0.081, 0.090],
  "smiles": "C#CCCC[C@H](C#N)[C@H](C#N)CCCCNC(C)=O.COCCOC.COCCOC",
  "total_charge": 0,
  "lumo_energy_ev": 0.17,
  "energy_ev": -39213.6218,
  "homo_ev": -8.99,
  "max_force_ev_per_a": 7.44
}

=====

No. 4
{
  "formula": "C2H6N2O2S2",
  "method": "ωB97M-V with the def2-TZVPD basis set",
  "species": ["C", "C", "N", "N", "O", "O", "S", "S", "H", "H", "H", "H", "H", "H"],
  "positions_angstrom": [[-1.5812, -0.2059, 0.2924], [-0.5476, -1.4059, 0.3908], [-1.2991, 0.4855, -0.8560], [1.8485, 1.4640, -0.2047], [-2.3689, 0.0820, 1.1292], [1.8211, -0.2947, 1.5064], [0.7273, -1.4251, -0.9228], [2.3057, -0.1125, 0.1329], [-1.0568, -2.4017, 0.5507], [0.0137, -1.1415, 1.2054], [-0.9808, -0.0654, -1.5943], [-1.8840, 1.3287, -1.1828], [1.2762, 1.7612, 0.6133], [1.7259, 1.9313, -1.0604]],
  "forces_ev_per_angstrom": [[2.0488, -1.1244, -1.9972], [-1.9758, -0.3160, -1.9036], [-2.6374, 3.4633, 0.0490], [-0.0077, -0.7721, 3.1793], [-0.9698, 0.2846, 1.2631], [0.8563, 0.4838, 0.0677], [0.5141, -0.4797, 0.2515], [-1.9123, -0.2961, -0.7284], [0.7176, 1.1254, -0.3036], [1.2846, 0.2523, 2.6092], [0.8493, -0.6718, -1.2394], [0.9867, -2.0445, 1.1968], [0.3467, -0.0158, -1.2172], [-0.1011, 0.1109, -1.2271]],
  "nbo_charge": [0.681, -0.646, -0.852, -1.067, -0.579, -0.933, -0.129, 1.385, 0.257, 0.265, 0.395, 0.395, 0.415, 0.412],
  "total_charge": 0,
  "lumo_energy_ev": 0.03,
  "energy_ev": -30915.9245,
  "homo_ev": -9.02,
  "max_force_ev_per_a": 4.35,
  "de_lowest_kcal_mol": 2.64
}